[1]
Entry from the OMol25 dataset: a cluster of 2 separate species, C2HClN2S in total at a distorted geometry (ωB97M-V/def2-TZVPD).

```
7
Properties=species:S:1:pos:R:3
S 0.18789 -2.58974 -1.06752
C 1.08132 -1.73813 -0.19975
N 1.67223 -1.23277 0.76727
Cl 2.19105 0.27243 1.12096
C -1.71347 1.60873 -0.21293
N -0.66625 2.04351 -0.38017
H -2.75276 1.63598 -0.02787
```

Its net charge is 0. Its HOMO energy is -9.32 eV. As for the SMILES: S=C=NCl.C#N. As for the LUMO energy: -0.2 eV.



[2]
Entry from the OMol25 dataset: the molecule C2HClN2S at a distorted geometry (ωB97M-V/def2-TZVPD).

```
7
Properties=species:S:1:pos:R:3
C 0.05636 -0.02270 -0.38730
C -0.49531 -0.45257 -1.57262
N 1.30732 0.47078 0.41597
N 1.27416 0.74368 1.54628
S -1.22130 -0.80862 -2.89876
Cl -0.12491 0.45680 2.61519
H -0.79631 -0.38735 0.28123
```

Its net charge is 0. As for the multiplicity: 3. Its HOMO energy (spin up / spin down) is -7.03 / -9.81 eV. As for the LUMO energy (spin up / spin down): -0.4 / -3.3 eV.



[3]
Entry from the OMol25 dataset: a cluster of 2 separate species, C2HClNO2 in total at a distorted geometry (ωB97M-V/def2-TZVPD).

```
7
Properties=species:S:1:pos:R:3
C 0.66372 -0.54277 0.18146
C -0.72284 -0.36973 0.61675
N -0.01594 2.08250 -1.83836
O -0.52885 -1.44798 -0.14384
O -1.59273 0.25333 1.10997
Cl 1.35796 -1.48788 1.54860
H 0.83868 1.51252 -1.47458
```

Its net charge is -1. Its HOMO energy (spin up / spin down) is -3.60 / -3.61 eV. As for the LUMO energy (spin up / spin down): 2.5 / 2.5 eV.



For reference, energy relative to the best compared isomer or geometry (same formula, charge and spin) by record: 1.513; 2.512; 7.793 eV.